No. 1
Here is 7 unconnected molecules or ions with the total composition C24H36FO18 from OMol25. Energies are from the ωB97M-V functional and the def2-TZVPD basis.

Each line ends with the Mulliken charge.
Geometry (Å):
C -0.751485 -4.886645 2.933923  -1.25
C -1.274048 -3.580054 2.316651  -0.12
C -2.425244 -2.919857 3.085478  -0.10
C -3.575436 -3.856327 3.480453  -0.67
C -4.821700 -3.732335 2.581173  -0.36
C -5.216897 -5.105316 2.051539  -0.99
F -6.333594 -4.800795 1.103583  -0.27
H -1.081668 -5.747716 2.353306  0.29
H -1.150900 -5.040392 3.936747  0.30
H 0.337382 -4.907263 2.984463  0.40
H -0.440368 -2.869810 2.281544  0.04
H -1.580519 -3.759289 1.284669  0.16
H -2.016107 -2.433044 3.973667  0.26
H -2.813497 -2.115278 2.454564  0.00
H -3.269488 -4.903606 3.462221  0.42
H -3.865449 -3.624718 4.508696  0.33
H -4.629752 -3.064677 1.733652  0.17
H -5.630012 -3.264620 3.178689  0.39
H -5.731866 -5.621950 2.879709  0.08
C -1.889135 1.584819 1.292883  -0.38
C -3.284948 1.516620 1.890735  -0.40
O -3.106007 0.594333 2.969395  -0.35
C -1.809825 0.592346 3.328294  0.65
O -1.356097 0.062099 4.288391  -0.55
O -1.066543 1.290108 2.429887  -0.19
H -1.625453 2.557203 0.887039  0.31
H -1.727488 0.816122 0.536393  0.28
H -3.610407 2.474775 2.299836  0.29
H -4.037844 1.137678 1.206055  0.31
C 3.479163 0.978967 3.018619  -0.33
C 2.079460 1.022147 2.436294  -0.09
O 2.218045 2.020418 1.409176  -0.28
C 3.511364 2.092025 1.053632  0.67
O 3.927080 2.705034 0.118235  -0.58
O 4.285480 1.380435 1.899058  -0.33
H 3.781959 -0.005831 3.360498  0.30
H 3.619619 1.702586 3.822622  0.26
H 1.792271 0.079577 1.970558  0.21
H 1.312078 1.314938 3.143245  0.20
C -4.678979 -4.606151 -1.321773  0.35
C -5.981044 -4.358098 -2.040877  -0.11
O -5.699155 -3.138966 -2.766541  -0.39
C -4.365438 -3.045475 -2.930321  0.68
O -3.831859 -2.238995 -3.638883  -0.65
O -3.719321 -3.965398 -2.204447  -0.37
H -4.442133 -5.656878 -1.200104  0.34
H -4.646199 -4.127795 -0.345421  -0.30
H -6.215235 -5.138383 -2.765010  0.09
H -6.813651 -4.219863 -1.358827  0.35
C -3.175505 -6.467233 -5.183927  -0.36
C -3.354242 -7.908937 -5.624779  -0.34
O -3.878586 -8.523856 -4.447298  -0.37
C -4.463851 -7.563615 -3.682617  0.57
O -5.130567 -7.775170 -2.727966  -0.48
O -4.178692 -6.334731 -4.176810  -0.19
H -3.349658 -5.742251 -5.973984  0.30
H -2.201285 -6.281494 -4.729861  0.27
H -4.087436 -8.008806 -6.427597  0.25
H -2.428191 -8.396775 -5.916600  0.30
C 5.759787 5.403712 0.221949  0.01
C 6.733449 5.271336 -0.932796  -0.34
O 7.404541 6.542158 -0.906669  -0.35
C 7.303101 7.052758 0.342076  0.70
O 7.895394 8.013505 0.722346  -0.53
O 6.441788 6.332443 1.082855  -0.34
H 5.570875 4.469910 0.739331  0.06
H 4.809772 5.843200 -0.082663  0.23
H 7.471007 4.485586 -0.769007  0.28
H 6.254315 5.122708 -1.895234  0.30
C 7.525270 10.112031 -1.715230  0.00
C 6.142122 10.254978 -2.322489  -0.31
O 6.335588 11.294924 -3.287023  -0.35
C 7.648992 11.329169 -3.622376  0.64
O 8.098654 11.968933 -4.515926  -0.53
O 8.366328 10.534776 -2.799998  -0.34
H 7.775686 9.100559 -1.418565  0.06
H 7.681473 10.782703 -0.869907  0.22
H 5.822828 9.350478 -2.843512  0.26
H 5.377935 10.550296 -1.609093  0.31

Atomic forces in eV per Å
-0.2 -0.1 -0.1
0.2 0.0 0.1
0.2 -0.2 0.0
-0.4 0.4 -0.1
-0.2 -0.4 0.2
0.5 0.1 -0.3
-0.3 0.0 0.0
0.0 0.0 0.0
0.1 0.1 0.1
0.0 0.0 0.0
-0.1 0.1 -0.1
0.0 0.0 0.0
0.1 -0.1 0.0
-0.1 0.1 0.1
0.1 0.0 0.0
0.0 -0.1 0.0
0.1 0.0 0.0
0.0 0.2 -0.2
-0.1 -0.1 -0.1
-0.1 -0.1 -0.1
0.0 0.0 -0.1
0.0 0.1 0.1
0.0 -0.1 0.0
0.1 0.1 0.1
0.0 0.1 -0.1
0.1 0.0 0.1
0.0 0.0 0.0
0.0 0.0 0.0
0.0 -0.1 0.0
-0.1 0.0 0.0
0.0 -0.1 0.1
0.0 0.0 0.0
0.0 0.0 0.0
0.1 0.1 0.0
0.0 0.0 0.1
0.1 0.0 -0.1
0.0 0.0 0.0
0.0 0.0 0.0
0.0 0.1 -0.1
0.0 -0.1 0.3
0.0 -0.1 0.0
-0.1 0.0 0.0
0.0 -0.1 0.1
0.0 0.0 -0.1
-0.1 0.0 0.0
0.1 0.0 0.0
0.0 -0.1 0.0
0.0 0.0 0.0
0.0 0.2 0.0
0.1 0.1 0.0
0.0 0.1 0.0
0.0 0.0 0.0
0.1 0.0 -0.1
-0.1 0.0 0.0
-0.1 -0.1 0.0
-0.1 0.0 0.0
0.0 0.0 0.0
0.0 0.0 0.0
0.0 0.0 0.1
0.0 -0.1 -0.1
-0.1 -0.1 0.0
0.0 0.0 -0.1
0.0 -0.1 0.1
0.0 0.0 0.0
0.0 0.0 0.0
0.1 0.0 0.1
0.0 0.0 0.0
0.0 0.0 0.0
0.0 0.1 0.0
-0.1 0.0 0.0
0.0 -0.1 0.1
0.0 0.0 0.0
0.0 0.0 0.0
0.0 0.0 0.0
0.0 0.0 0.0
0.1 0.0 -0.1
0.0 0.0 0.0
0.0 0.0 0.0
0.0 0.1 0.0

Its charge is -1. The calculation puts the relative energy (zero: lowest compared OMol25 entry of this formula, charge and spin) at 3.5456 eV. Its HOMO-LUMO gap is 3.45 eV. The HOMO energy is -1.93 eV. The energy comes out at -2390.3143 Eh.

No. 2
Here is 4 unconnected molecules or ions with the total composition C2H13NO3 at a distorted geometry from OMol25. Energies are from the ωB97M-V functional and the def2-TZVPD basis.

Each line ends with the natural charge from an NBO analysis.
Geometry (Å):
C 1.845286 -0.907038 2.120106  -0.46
N 1.278579 -1.299427 0.750776  -0.63
C 2.346862 -1.984664 0.129662  -0.40
H 2.608581 -0.183500 2.247196  0.21
H 1.935856 -1.739593 2.864930  0.19
H 1.040174 -0.396925 2.617352  0.20
H 0.623626 -2.033717 1.150398  0.36
H 2.609785 -2.958334 0.855405  0.15
H 2.127410 -2.248360 -0.894010  0.21
H 3.236861 -1.358004 0.080748  0.20
O -4.314129 -0.318578 -0.928327  -0.96
H -4.650097 -1.242144 -0.976166  0.46
H -3.304510 -0.524511 -0.920176  0.49
O -1.226046 -0.413922 -0.506488  -0.98
H -1.067460 0.590526 -0.651832  0.47
H -0.404921 -0.626387 -0.025004  0.50
O -1.723022 5.735278 -2.926555  -0.95
H -0.949939 5.361377 -2.459842  0.47
H -2.012898 6.547924 -2.528173  0.47

Atomic forces in eV per Å
-2.9 -0.4 1.0
-0.4 -0.1 3.8
1.6 -3.0 0.9
1.3 0.2 -0.9
0.7 0.1 -1.1
-0.8 0.6 0.1
0.6 1.0 -1.4
-0.2 2.1 -2.3
-0.2 -0.6 -0.2
0.0 0.0 0.2
2.4 -1.8 -0.1
0.0 1.0 0.0
-2.2 0.8 0.1
0.6 2.9 -0.3
-0.7 -2.5 0.2
0.1 -0.3 -0.1
0.6 -1.1 -0.4
-0.8 0.7 -0.2
0.2 0.4 0.5

The calculation puts the relative energy (zero: lowest compared OMol25 entry of this formula, charge and spin) at 2.3482 eV. Its HOMO-LUMO gap is 10.80 eV. The HOMO energy is -10.14 eV. The energy comes out at -364.4013 Eh.

No. 3
Here is 5 unconnected molecules or ions with the total composition C46H60Br2F12OP at a distorted geometry from OMol25. Energies are from the ωB97M-V functional and the def2-TZVPD basis.

Each line ends with the Mulliken charge.
Geometry (Å):
C 4.116745 3.891313 6.253734  -1.03
C 3.492937 2.375672 6.513971  0.70
C 4.366812 1.743354 7.769837  -0.90
C 4.047987 0.160189 8.074936  -0.52
C 2.446167 -0.173333 8.253441  -0.51
C 1.871056 -1.291095 7.191846  -0.37
C 0.549661 -0.675131 6.376080  -0.82
C 1.108587 -0.199067 4.911516  0.43
C 0.132852 0.825406 4.086336  -0.56
C 1.007140 2.066110 3.397586  -0.11
C 0.848917 2.100199 1.737872  -0.15
C 2.323421 1.900148 0.967207  -0.62
C 2.267542 0.987504 -0.348114  -0.87
P 2.487384 -0.887051 -0.293603  0.78
C 2.672986 -1.034109 1.624522  -0.22
C 4.150873 -0.807190 2.250474  -0.37
C 5.205066 -1.995327 2.376942  0.58
F 5.495076 -2.279568 3.835893  -0.34
Br 6.996721 -1.279680 1.697145  -0.12
C 5.014123 -3.424846 1.673846  0.32
F 6.318829 -4.158356 1.936165  -0.28
F 4.916128 -3.451482 0.194037  -0.13
Br 3.675126 -4.666872 2.588285  -0.12
O 4.206342 -0.648094 -0.537082  -0.17
C 4.640457 -1.067536 -1.876231  -0.11
C 6.299645 -0.854929 -1.903575  -0.31
C 7.134615 -2.257801 -2.043781  -0.89
C 0.601316 -1.308844 -0.270695  0.91
F 0.521487 -2.803070 -0.534096  -0.36
F -0.071202 -1.158340 1.027199  -0.29
C -0.363306 -0.668167 -1.386320  0.34
F 0.153148 -0.379753 -2.722184  -0.19
F -1.497463 -1.650238 -1.589908  -0.33
F -1.062505 0.562772 -0.854336  -0.23
H 3.253726 4.686985 6.078320  0.26
H 4.748616 4.165255 7.212793  0.34
H 4.788371 3.825042 5.278821  0.25
H 2.344580 2.498150 6.752651  0.22
H 3.688373 1.744434 5.541123  -0.45
H 4.137660 2.366164 8.734640  0.30
H 5.499800 1.800156 7.429279  0.30
H 4.570249 -0.108689 9.113707  0.27
H 4.582888 -0.511796 7.264159  0.21
H 2.266478 -0.611443 9.331459  0.34
H 1.791527 0.804938 8.117648  0.21
H 2.717308 -1.459396 6.370502  0.07
H 1.668967 -2.347789 7.658157  0.44
H -0.178172 -1.609140 6.236895  0.24
H 0.045253 0.221296 6.934573  0.37
H 1.229889 -1.181882 4.244437  0.26
H 2.183120 0.279523 4.954131  -0.54
H -0.396583 0.266510 3.177498  0.03
H -0.747200 1.239026 4.756637  0.43
H 0.504969 3.057881 3.833750  0.31
H 2.124838 2.097763 3.752958  -0.13
H 0.026043 1.369083 1.335928  -0.08
H 0.432236 3.195124 1.505127  0.40
H 2.562887 3.010516 0.584792  0.42
H 3.147834 1.696655 1.765080  0.03
H 3.189966 1.378515 -1.012467  0.18
H 1.345177 1.395777 -0.989445  0.08
H 2.734155 -2.298621 -0.332812  -0.01
H 2.396446 -0.925208 -1.740172  -0.09
H 1.925188 -0.412462 2.259443  -0.58
H 2.380002 -2.169325 1.861917  0.41
H 4.728190 0.158495 1.839851  0.59
H 3.939912 -0.467264 3.384376  -0.68
H 4.428043 -2.225747 -2.025327  0.19
H 4.243600 -0.404391 -2.760771  0.15
H 6.591828 -0.184836 -0.990697  0.15
H 6.566737 -0.214279 -2.873876  0.32
H 7.459505 -2.670366 -0.978956  0.13
H 8.149446 -1.990997 -2.608394  0.32
H 6.530598 -3.054070 -2.679678  0.24
F -7.588615 2.663956 -3.513983  -0.28
C -6.474886 2.097839 -3.030524  0.29
C -6.117357 0.821933 -3.452296  -0.50
C -4.955080 0.234162 -2.953079  -0.47
C -4.168328 0.925316 -2.028360  -0.46
C -4.538323 2.203512 -1.607349  -0.77
C -5.694539 2.795369 -2.115196  -0.05
H -6.745216 0.296978 -4.164802  0.44
H -4.662685 -0.759816 -3.282414  0.49
H -3.264256 0.464692 -1.635866  0.43
H -3.926606 2.737843 -0.884440  0.40
H -5.992154 3.791715 -1.805605  0.41
F -6.987329 -6.140960 -6.415013  -0.32
C -6.133157 -5.126245 -6.226976  0.33
C -5.995234 -4.156194 -7.213705  -0.32
C -5.109773 -3.096711 -7.016139  -0.42
C -4.363286 -3.025020 -5.837412  -0.57
C -4.505068 -4.006319 -4.855129  -0.39
C -5.398744 -5.059457 -5.048208  -0.35
H -6.577198 -4.232908 -8.126331  0.39
H -5.000414 -2.329003 -7.778119  0.36
H -3.669483 -2.200895 -5.685666  0.47
H -3.919979 -3.950633 -3.940321  0.43
H -5.527994 -5.825942 -4.291292  0.39
F 4.636260 -3.024463 -7.828750  -0.33
C 3.684476 -2.527329 -7.027764  0.29
C 3.487884 -1.151921 -6.970688  -0.33
C 2.493558 -0.634195 -6.140713  -0.48
C 1.713422 -1.497977 -5.368026  -0.25
C 1.921808 -2.876692 -5.428446  -0.41
C 2.908604 -3.394712 -6.266853  -0.38
H 4.109057 -0.495930 -7.571747  0.41
H 2.326712 0.439120 -6.094829  0.37
H 0.940984 -1.093433 -4.717446  0.32
H 1.316141 -3.546731 -4.823037  0.40
H 3.078055 -4.464322 -6.332794  0.40
F -8.993947 5.889974 0.388882  -0.30
C -9.698864 5.499829 -0.681395  0.24
C -10.920892 6.105006 -0.953540  -0.40
C -11.652778 5.702673 -2.070702  -0.40
C -11.158976 4.690945 -2.897952  -0.51
C -9.933730 4.086124 -2.613530  -0.29
C -9.196965 4.496429 -1.502735  -0.27
H -11.292413 6.883340 -0.295041  0.40
H -12.605615 6.174949 -2.296551  0.35
H -11.732264 4.374356 -3.766677  0.36
H -9.553378 3.296052 -3.256508  0.44
H -8.238556 4.043316 -1.271937  0.37

Atomic forces in eV per Å
-0.3 -0.6 -0.2
0.9 0.8 0.4
-0.5 -0.8 -0.9
0.4 0.1 0.9
-0.2 -0.6 0.0
0.4 0.8 -0.9
1.1 -1.3 -0.5
-0.5 -0.6 -0.8
0.2 -0.1 -0.7
-1.6 0.5 0.2
0.4 1.0 0.5
-1.0 2.2 0.1
0.3 3.3 -1.2
1.8 -0.2 -0.5
0.0 -1.3 1.8
-0.3 1.9 1.8
0.8 0.6 0.9
-1.0 0.3 -3.5
-1.2 -0.7 0.6
2.7 -2.2 -1.4
-3.4 1.8 -0.8
0.1 0.3 5.0
1.1 1.5 -1.2
0.7 -0.7 -1.8
2.0 0.0 0.7
-0.5 0.2 -1.1
0.8 0.7 0.3
-1.4 -2.5 0.9
-0.3 3.6 0.5
0.8 -0.2 -3.0
-3.5 0.1 -1.0
-1.8 -0.7 4.6
3.0 3.2 0.2
2.4 -3.6 -2.0
2.0 -1.7 0.4
-1.2 -0.3 -2.2
-1.3 0.4 2.2
2.4 -0.6 -0.5
-0.7 1.1 2.0
0.7 -1.0 -1.8
-2.3 0.1 1.0
-1.0 0.6 -2.3
-1.4 1.3 1.5
0.3 1.1 -2.0
1.5 -2.0 0.4
-1.8 0.2 1.7
0.3 2.2 -0.6
1.2 2.4 0.2
0.9 -1.9 -0.9
-0.2 2.1 1.5
-2.2 -0.9 0.3
1.1 1.0 2.1
1.9 -0.7 -1.2
1.2 -2.0 -1.0
-2.1 -0.3 -0.8
1.8 1.2 1.0
1.0 -2.4 0.2
-0.3 -2.4 0.8
-1.5 -0.1 -1.6
-2.0 -1.1 1.4
1.6 -1.1 1.4
-0.2 -0.2 -0.1
-0.8 0.2 -0.1
1.4 -0.9 -1.1
0.5 2.4 -0.5
-1.4 -2.5 0.5
0.7 -1.1 -2.2
0.1 2.4 0.1
0.2 -1.3 1.8
-0.5 -1.6 -1.6
-0.6 -1.3 2.0
-1.0 0.6 -2.3
-2.1 -0.8 1.1
1.3 1.7 1.5
-0.2 0.1 -0.2
1.2 -0.7 0.5
-0.1 0.1 -0.1
0.0 0.5 0.2
0.0 -0.1 0.0
-0.2 -0.3 -0.3
-0.1 0.0 -0.1
0.0 0.1 0.0
-0.1 0.2 0.1
-0.2 0.1 -0.1
-0.1 -0.1 -0.2
0.0 -0.1 -0.1
-0.2 -0.2 0.0
0.7 0.9 0.2
-0.1 0.0 0.0
0.0 -0.3 0.4
0.0 0.0 -0.1
-0.2 0.1 -0.3
-0.1 -0.1 0.0
0.0 0.0 0.1
0.0 -0.2 0.1
-0.1 -0.2 0.0
-0.1 0.0 -0.2
0.0 0.0 -0.1
0.3 -0.1 -0.2
-0.9 0.5 0.8
0.1 0.0 -0.1
0.0 -0.5 0.1
0.0 0.1 0.0
0.2 0.3 -0.2
0.1 0.0 -0.1
0.0 -0.1 0.0
0.1 -0.2 0.0
0.2 -0.1 -0.2
0.1 0.1 -0.1
0.0 0.1 0.0
0.1 0.1 0.2
-0.6 -0.4 -0.9
0.0 0.1 0.1
0.4 -0.3 0.0
0.0 0.1 0.1
-0.3 0.2 0.1
0.0 0.0 0.1
0.1 -0.1 0.0
0.2 -0.1 0.1
0.1 0.1 0.2
-0.2 0.3 0.3
-0.1 0.0 0.0

Its charge is -1. Its HOMO-LUMO gap is 6.82 eV. The HOMO energy is -5.02 eV. The energy comes out at -8551.3789 Eh.

No. 4
Here is 2 unconnected molecules or ions with the total composition C4H15N2O at a distorted geometry from OMol25. Energies are from the ωB97M-V functional and the def2-TZVPD basis.

Each line ends with the natural charge from an NBO analysis.
Geometry (Å):
C 0.523174 -2.099859 0.537058  -0.41
N 0.976765 -2.408402 -0.886208  -0.50
C 1.457199 -1.288908 -1.805341  -0.40
H 0.138703 -3.011832 0.928338  0.23
H 1.442393 -1.855268 1.137775  0.23
H -0.234903 -1.346280 0.497287  0.25
H 0.180742 -2.922937 -1.301985  0.43
H 1.679552 -3.155058 -0.748529  0.43
H 0.571327 -0.804632 -2.181874  0.27
H 2.026685 -1.799056 -2.519645  0.22
H 2.024776 -0.610034 -1.211006  0.23
C -1.322841 2.668118 1.873004  -0.42
N -1.518206 2.152305 0.481949  -0.65
C -0.355774 1.353538 0.029938  0.08
O -0.838000 0.491022 -1.053488  -0.78
H -1.310359 1.784490 2.570490  0.20
H -2.131109 3.364749 2.092798  0.22
H -0.417075 3.238364 2.047868  0.19
H -1.608852 2.904532 -0.140363  0.37
H 0.473383 1.969172 -0.311324  0.17
H -0.004063 0.649432 0.799119  0.14
H -1.753509 0.726534 -0.835866  0.50

Atomic forces in eV per Å
1.9 0.3 -0.2
-0.6 -1.2 0.8
-1.3 -0.8 1.5
-0.4 -0.7 0.3
-1.1 0.2 -0.6
-0.2 0.5 0.1
0.4 0.6 -0.2
0.0 0.7 -0.5
-0.1 0.2 -0.2
0.9 -0.3 -1.3
0.5 0.4 0.3
-0.5 -1.0 -0.1
1.8 -1.6 1.6
-0.5 -0.4 -0.1
0.0 1.2 1.1
-0.3 1.0 -0.6
-0.2 -0.4 0.2
0.5 0.0 -0.3
-0.2 1.3 -1.0
0.2 0.0 -0.2
-0.1 0.8 0.3
-0.7 -0.8 -0.9

Its charge is +1. The calculation puts the relative energy (zero: lowest compared OMol25 entry of this formula, charge and spin) at 2.2315 eV. Its HOMO-LUMO gap is 9.43 eV. The HOMO energy is -12.78 eV. The energy comes out at -345.8637 Eh.

No. 5
Here is 3 unconnected molecules or ions with the total composition C8H7BrO2 at a distorted geometry from OMol25. Energies are from the ωB97M-V functional and the def2-TZVPD basis.

Each line ends with the natural charge from an NBO analysis.
Geometry (Å):
C 1.243378 2.327629 0.872723  -0.18
C 0.434490 2.567390 -0.263645  -0.21
C 1.192121 1.060657 1.488661  -0.20
C -0.339426 1.553531 -0.829661  -0.17
C 0.183183 0.156067 1.105553  -0.16
C -0.526112 0.389928 -0.072355  -0.19
C -0.459368 -3.689763 -2.670663  0.49
C -1.552019 -0.587433 -0.523328  0.47
O 0.639434 -3.827704 -2.498799  -0.49
O -1.620839 -1.684736 -0.008947  -0.55
Br 0.472275 -3.784717 1.000121  -0.36
H 1.774633 3.133241 1.238815  0.22
H 0.342070 3.498280 -0.769855  0.22
H 1.807396 0.830883 2.431035  0.23
H -0.994967 1.552664 -1.606995  0.20
H 0.056724 -0.644371 1.856972  0.24
H -2.075137 -0.158385 -1.327635  0.13
H -0.577836 -2.693161 0.578003  0.28

Atomic forces in eV per Å
-2.0 -2.0 -1.6
0.0 -1.0 -0.4
-0.1 0.5 1.2
1.2 -1.0 4.0
1.6 0.4 1.0
0.0 -0.7 0.5
-0.4 0.1 -0.1
3.1 0.4 2.1
0.4 -0.1 0.0
-1.4 -0.1 -0.9
-1.1 1.2 -0.3
1.3 1.3 0.9
0.5 0.9 0.0
-1.0 0.5 -1.6
-1.3 1.1 -2.6
-0.4 0.0 -1.2
-1.8 -0.4 -1.5
1.3 -1.2 0.5

The calculation puts the relative energy (zero: lowest compared OMol25 entry of this formula, charge and spin) at 0.1640 eV. Its HOMO-LUMO gap is 9.18 eV. The HOMO energy is -9.83 eV. The energy comes out at -3033.4882 Eh.